Record 1
The following is a quantum chemistry calculation of the molecule HN2P in a non-equilibrium geometry, from OMol25.

## Properties
* energy above the lowest of the compared OMol25 structures with the same formula, charge and spin: 16.7 kcal per mole

```
4
Properties=species:S:1:pos:R:3:mulliken_charge:R:1
H -0.316 1.709 1.148 -0.029
N -2.155 0.266 0.099 0.064
N -3.195 -0.216 -0.072 -0.057
P -0.182 1.171 -0.050 0.023
```

***

Record 2
The following is a quantum chemistry calculation of a 2-piece molecular cluster, C6H11N3O6 overall in a non-equilibrium geometry, from OMol25.

## Properties
* energy above the lowest of the compared OMol25 structures with the same formula, charge and spin: 20.2 kcal per mole
* structure (SMILES): CC/C([N+](=O)[O-])=[N+](\[O-])O.C=C(C)[N+](=O)[O-]

```
26
Properties=species:S:1:pos:R:3:mulliken_charge:R:1
C 2.032 1.469 -1.528 -1.223
H -3.484 -2.385 0.919 0.330
O 1.656 1.833 2.733 -0.455
O -1.287 -1.763 2.858 -0.582
C -2.462 -2.217 0.515 -1.326
H -3.069 0.336 -0.584 0.267
H 2.567 0.564 -1.797 0.295
O -0.930 0.353 2.553 -0.581
H -2.561 1.224 0.946 0.337
C -2.612 0.308 0.415 -0.912
H 0.344 -0.033 -1.076 0.362
C -2.173 -0.802 0.990 0.669
H -1.709 -2.975 0.715 0.345
N 1.758 -0.427 1.101 1.123
H 2.343 2.228 -0.852 0.369
N -1.406 -0.739 2.242 1.058
O 0.353 2.820 1.216 -0.642
C 1.197 0.783 0.702 0.111
C 0.780 0.923 -0.709 -0.852
H 0.133 1.757 -0.695 0.476
H 2.126 0.988 2.767 0.447
O 2.156 -0.620 2.259 -0.727
O 1.750 -1.330 0.247 -0.613
H -2.720 -2.188 -0.511 0.433
N 1.010 1.867 1.484 0.950
H 1.884 1.933 -2.551 0.339
```

***

Record 3
The following is a quantum chemistry calculation of C42H35As2Cl5IrN3O3 as an isolated structure in a non-equilibrium geometry, from OMol25.

## Properties
* net charge: +2
* energy above the lowest of the compared OMol25 structures with the same formula, charge and spin: 63.6 kcal per mole

```
91
Properties=species:S:1:pos:R:3:mulliken_charge:R:1
C -0.724 -5.075 1.415 -1.408
C -4.930 -0.955 -2.409 0.240
N -2.368 0.253 -0.050 0.788
O 0.971 0.142 1.891 -0.257
C -2.951 5.059 -0.567 -0.885
Cl 2.207 1.022 4.358 -0.095
C -0.614 -2.820 -3.325 -1.098
C -4.179 -1.742 -3.196 -1.007
N -6.371 -0.856 -2.743 0.929
C -4.450 1.205 0.625 -1.229
H -1.753 -5.317 1.152 0.344
C 1.573 3.007 0.923 0.408
H -3.330 -1.400 1.978 0.205
C 4.447 0.447 2.923 0.534
C 3.058 0.493 2.953 0.643
H 0.830 -2.131 3.306 0.493
Cl 2.009 -0.770 -0.608 -0.459
C -1.617 3.464 4.715 -0.978
H -1.812 -0.946 4.376 0.240
N -0.920 -1.276 -1.521 0.376
C -2.477 5.301 -1.848 -0.614
H -0.253 -0.916 5.200 0.489
H -3.835 5.572 -0.209 0.475
H -2.359 2.048 3.301 0.592
H -2.979 -4.357 2.767 0.265
O -6.895 0.228 -2.587 -0.551
H -0.940 4.873 -3.288 0.452
H -4.976 1.837 1.327 0.598
C -2.774 -1.882 -2.940 1.161
H -0.575 -3.703 -0.256 0.318
C -3.019 -0.363 -1.059 -0.152
H 4.598 3.399 -0.511 0.493
H 2.457 2.218 -0.876 0.570
H -0.468 0.006 3.719 -0.188
Ir -0.362 -0.231 0.245 1.567
H -0.634 4.903 5.960 0.437
C 0.524 4.460 4.215 -0.339
C -5.114 0.591 -0.404 -1.492
C -1.932 -2.716 -3.690 -0.906
H 0.893 -2.174 -1.945 0.651
H -4.407 -3.361 3.003 0.451
H 0.073 -3.463 -3.858 0.477
C -4.387 -0.219 -1.294 0.968
C 4.392 -0.418 0.687 0.077
H 0.798 -3.633 0.836 0.453
C 1.736 3.775 2.073 0.243
C 2.941 4.436 2.267 -0.538
C -1.328 4.661 -2.299 -0.830
C -2.904 -2.391 1.814 -0.256
C -0.582 4.330 5.044 -1.144
H -2.332 -3.275 -4.526 0.530
C -0.730 -0.923 4.221 -0.804
C -0.675 3.750 -1.483 -0.529
As -0.177 2.246 0.908 0.841
C -1.148 3.512 -0.194 0.902
H -3.261 -2.737 0.841 0.514
C -0.474 2.911 2.687 0.469
C 2.589 2.846 -0.003 -0.402
C 3.960 4.304 1.331 -1.054
H 1.337 5.112 4.507 0.491
C 0.594 3.750 3.025 -0.136
Cl 5.149 -0.983 -0.745 -0.182
O -6.899 -1.854 -3.169 -0.535
H -2.941 -3.010 3.905 0.258
H -2.634 4.021 1.283 0.454
Cl 5.336 0.981 4.281 -0.155
H 4.896 4.824 1.486 0.448
H -4.636 -2.281 -4.015 0.562
H -0.635 -5.076 2.501 0.334
As -0.987 -2.141 1.632 0.568
C -3.077 1.019 0.773 0.487
H 3.104 5.033 3.156 0.455
C -0.255 -2.131 3.412 -0.821
C -2.220 -1.187 -1.872 -0.291
C -3.319 -3.339 2.938 -1.307
C 2.299 0.089 1.851 -2.081
C -1.561 2.742 3.531 -0.077
C 3.008 -0.333 0.748 0.643
C -2.286 4.166 0.266 -0.199
H -0.092 -5.879 1.037 0.435
H -0.556 -3.072 3.872 0.733
C -0.142 -2.089 -2.232 -0.237
C 5.127 -0.030 1.793 0.364
H -2.545 1.508 1.567 -0.498
C 3.792 3.506 0.204 -0.907
H -6.174 0.734 -0.538 0.589
C -0.288 -3.747 0.795 -0.476
Cl 6.837 -0.146 1.782 -0.151
H -2.462 3.349 5.381 0.484
H 0.215 3.246 -1.842 0.333
H -2.997 5.996 -2.494 0.436
```

***

Taking the records one at a time from the top gives DFT total energy values of -451.37504; -850.56510; -8887.72867 Ha.
Taking the records one at a time from the top gives M values of 60.0; 221.2; 1149.1 g/mol.